{
  "formula": "C7H9NO5S",
  "method": "the ωB97M-V functional and the def2-TZVPD basis",
  "gap_ev": [6.9, 7.3],
  "spin_multiplicity": 3,
  "mol_weight_g_mol": 219.22,
  "e_homo_ha": [-0.2375, -0.3549],
  "lumo_ha": [0.0159, -0.0863],
  "species": ["O", "H", "H", "O", "H", "N", "C", "H", "C", "O", "H", "H", "C", "O", "H", "C", "O", "H", "H", "C", "S", "C", "C"],
  "positions_angstrom": [[-0.0038, 0.6860, -3.3037], [1.2177, 3.1847, 0.6134], [-0.1717, 2.6260, 2.3547], [-1.3430, -0.8083, -2.3213], [2.0751, -2.4170, -0.0637], [-0.5313, 0.3460, -2.2613], [-0.4029, 2.1053, 1.4420], [-2.0794, -0.1202, -0.4375], [0.3913, 2.0417, -0.8246], [-0.6807, -1.1863, 0.3284], [0.3420, -3.2283, -0.1871], [-1.0763, -1.4439, -3.0026], [-0.4322, 0.9117, -1.1052], [1.5964, -0.2818, 0.9874], [0.9716, 2.4041, -1.7039], [0.4448, 2.6020, 0.3915], [0.2425, -1.5425, 2.5653], [-1.8423, 0.6824, 2.1070], [1.6637, -3.5510, 1.3063], [-1.1280, 1.0184, 1.2940], [0.6668, -1.3440, 1.2515], [1.2350, -2.9180, 0.4920], [-1.1552, 0.2331, 0.0774]]
}

{
  "formula": "C5H7F2I3O2",
  "method": "the ωB97M-V functional and the def2-TZVPD basis",
  "gap_ev": [6.0, 8.7],
  "mol_weight_g_mol": 517.82,
  "e_homo_ha": [-0.2582, -0.3287],
  "lumo_ha": [-0.0382, -0.0106],
  "species": ["H", "H", "F", "O", "O", "C", "H", "H", "H", "I", "C", "H", "C", "H", "F", "C", "I", "C", "I"],
  "positions_angstrom": [[-1.7099, 0.2373, -4.3670], [1.6660, -0.2805, -1.5213], [0.1981, -0.4229, -3.5107], [-0.4660, 0.7718, -0.0285], [1.9051, -0.3476, -0.5823], [2.1683, -2.7604, -0.2078], [-0.5613, -2.6304, 0.2397], [1.4599, -1.2956, 1.1300], [-1.9932, -0.5067, 0.3788], [1.9474, -4.0821, 1.4590], [-1.0859, 0.2697, -3.3993], [-0.0865, -2.0965, -1.2742], [-1.0064, -0.4589, -0.0986], [0.4543, 0.8167, -0.4312], [1.7077, -3.4047, -1.3029], [1.3379, -1.4253, 0.0926], [-0.9859, 2.2324, -2.6888], [-0.1859, -1.6639, -0.2371], [4.2865, -2.3804, -0.6066]]
}

Short version: max |F| = 8.4 3.2 eV/Å, in the order given.
Short version: calculated total energy = -29959.9391 -39125.1174 eV, in the order given.